1.
{
  "formula": "CBr2F2N2O2",
  "method": "ωB97M-V with the def2-TZVPD basis set",
  "total_energy_ha": -5645.589522,
  "homo_ev": -10.93,
  "orbital_gap_ha": 0.3769,
  "multiplicity": 1,
  "species": ["C", "N", "N", "O", "O", "F", "F", "Br", "Br"],
  "xyz": [[0.7589, 0.0369, 0.0297], [-0.2361, -0.3212, -1.2405], [-0.1108, -0.0086, 1.2971], [-0.1969, -1.4653, -1.5399], [-0.9041, 0.5940, -1.6465], [-0.9454, 1.0304, 1.2210], [0.7451, 0.3426, 2.3832], [2.1081, -1.2723, -0.0206], [1.4166, 1.8458, -0.2486]],
  "atomic_forces_ev_per_a": [[-0.342, 1.341, -0.143], [0.178, 1.361, 2.001], [1.497, -1.441, -0.082], [-0.617, -0.699, -0.939], [0.196, -0.664, -0.183], [-0.498, 0.786, -0.101], [-0.542, -0.225, -1.273], [0.123, 0.083, 0.706], [0.005, -0.542, 0.015]]
}

2.
{
  "formula": "C3H4NO3",
  "method": "ωB97M-V with the def2-TZVPD basis set",
  "total_energy_ha": -397.190911,
  "charge": -1,
  "homo_ev": -4.21,
  "orbital_gap_ha": 0.3035,
  "multiplicity": 1,
  "species": ["C", "C", "C", "N", "O", "O", "O", "H", "H", "H", "H"],
  "xyz": [[-1.2052, 1.0304, 0.3920], [-3.3915, -0.2700, 0.1959], [0.6944, -0.3587, -0.2192], [-2.2814, -0.1401, 0.5898], [-1.2811, 1.5227, -0.7297], [-4.5234, -0.5014, -0.0158], [0.1252, 0.4251, 0.7941], [-1.2923, 1.8291, 1.1892], [1.8281, -0.0749, -0.1005], [0.2080, 0.1977, -1.2065], [0.4057, -1.4915, -0.3020]],
  "atomic_forces_ev_per_a": [[0.820, 1.048, 1.467], [0.401, -0.041, 1.005], [-0.084, 1.899, -2.313], [1.217, 0.258, 0.437], [0.072, 0.318, -2.301], [-1.262, -0.151, -0.787], [-1.214, -0.889, 0.457], [-0.458, -1.315, 0.387], [-1.853, -1.352, -0.740], [1.664, -1.637, 1.712], [0.697, 1.861, 0.676]]
}

3.
{
  "formula": "CH6NO2",
  "method": "ωB97M-V with the def2-TZVPD basis set",
  "total_energy_ha": -246.492375,
  "charge": 1,
  "homo_ev": -15.20,
  "orbital_gap_ha": 0.4042,
  "multiplicity": 1,
  "species": ["C", "N", "O", "O", "H", "H", "H", "H", "H", "H"],
  "xyz": [[1.7879, 0.3497, 0.1126], [1.0278, -0.6156, 0.1571], [-2.3598, -0.2078, 0.1355], [-1.2085, 0.4626, -0.4215], [2.7860, 0.2425, 0.4990], [1.3079, 1.3087, 0.0310], [1.5187, -1.4652, 0.2603], [-3.1578, -0.2120, -0.4538], [-0.0983, -0.4073, -0.0557], [-2.3957, 0.3415, 0.9626]],
  "atomic_forces_ev_per_a": [[0.745, 2.689, 1.645], [-2.371, -1.422, -0.931], [-0.127, -0.055, 1.393], [0.744, -0.266, -0.740], [0.666, 0.150, -0.718], [0.307, 0.570, -0.452], [-0.154, -1.720, 0.399], [0.624, 0.599, 0.395], [0.714, 0.132, -0.208], [-1.148, -0.676, -0.784]]
}

4.
{
  "formula": "C3H3N3",
  "method": "ωB97M-V with the def2-TZVPD basis set",
  "total_energy_ha": -280.187689,
  "homo_ev": [-10.77, -9.40],
  "orbital_gap_ha": [0.3587, 0.2041],
  "multiplicity": 1,
  "species": ["C", "C", "C", "N", "N", "N", "H", "H", "H"],
  "xyz": [[2.6908, -0.9771, -0.1150], [2.7628, 1.3554, 0.3399], [-0.3018, -0.3932, -0.2033], [2.8137, -2.0723, -0.5299], [3.2576, 2.3816, 0.1874], [2.3394, 0.1421, 0.3227], [-0.8924, 0.1650, 0.6206], [-0.2289, 0.1002, -1.2234], [0.0948, -1.4470, -0.0895]],
  "atomic_forces_ev_per_a": [[0.516, -2.167, -1.359], [0.476, -1.347, -1.274], [0.100, 0.685, 0.024], [0.157, 0.672, 0.339], [0.283, 1.744, 0.372], [-1.843, 0.917, 1.901], [1.197, -1.288, -1.534], [-0.150, -0.779, 1.522], [-0.737, 1.562, 0.010]]
}

5.
{
  "formula": "C2H5S",
  "method": "ωB97M-V with the def2-TZVPD basis set",
  "total_energy_ha": -477.349759,
  "charge": -1,
  "homo_ev": -2.05,
  "orbital_gap_ha": 0.2428,
  "multiplicity": 1,
  "species": ["S", "H", "C", "C", "H", "H", "H", "H"],
  "xyz": [[-0.2649, 2.2381, 0.0655], [1.0630, 2.0192, -0.1051], [0.4426, -0.6593, -0.2507], [-0.7730, -0.7021, 0.2722], [1.2014, 0.0983, -0.2185], [0.8251, -1.4559, -0.9852], [-1.0168, -0.0647, 1.1877], [-1.4774, -1.4737, 0.0340]],
  "atomic_forces_ev_per_a": [[0.345, 1.371, 0.020], [-0.368, 0.250, 0.058], [0.917, -2.203, -2.099], [0.548, 0.497, 2.455], [-0.271, 0.291, 0.937], [-1.129, 0.847, 0.791], [0.132, -0.539, -1.954], [-0.172, -0.515, -0.209]]
}

6.
{
  "formula": "C2H3F3OS",
  "method": "ωB97M-V with the def2-TZVPD basis set",
  "total_energy_ha": -850.975594,
  "homo_ev": -10.22,
  "orbital_gap_ha": 0.3859,
  "multiplicity": 1,
  "species": ["C", "C", "O", "F", "F", "F", "S", "H", "H", "H"],
  "xyz": [[-1.2607, -1.0907, 0.4016], [1.2070, 1.2239, -0.4841], [-0.0028, -0.8171, 0.9740], [2.3355, 0.4519, -0.5448], [0.5180, 0.7730, -1.6042], [1.4966, 2.4749, -0.6587], [0.3473, 0.8560, 1.1063], [-1.6022, -2.2199, 0.7004], [-0.9763, -1.1959, -0.6791], [-2.0624, -0.4561, 0.7886]],
  "atomic_forces_ev_per_a": [[-0.376, -3.643, -0.783], [-0.084, -3.486, -1.255], [1.184, 2.077, 1.148], [-0.208, 0.928, 0.287], [-0.010, 0.789, 1.188], [0.110, 0.807, 0.352], [-0.407, -1.028, -0.415], [1.129, 2.597, -0.340], [-1.565, 0.699, 0.573], [0.229, 0.261, -0.756]]
}

7.
{
  "formula": "Cl4H2OSi2",
  "method": "ωB97M-V with the def2-TZVPD basis set",
  "total_energy_ha": -2496.363100,
  "homo_ev": -9.47,
  "orbital_gap_ha": 0.3209,
  "multiplicity": 1,
  "species": ["O", "Si", "Si", "Cl", "Cl", "Cl", "Cl", "H", "H"],
  "xyz": [[-0.4412, 0.5796, 0.4750], [-1.8007, -0.1034, 0.1313], [2.0511, 0.3475, -0.1089], [-1.4813, -2.1283, -0.1552], [2.5997, 2.0885, 0.5754], [2.3525, -1.2465, 0.9765], [1.8342, 0.1187, -2.0368], [-2.4011, 0.3475, -1.1252], [-2.7132, -0.0035, 1.2679]],
  "atomic_forces_ev_per_a": [[4.096, 0.784, -0.213], [-0.230, -0.298, -0.133], [-4.154, 0.061, 0.796], [-0.040, -0.671, -0.144], [0.372, 0.496, 0.169], [0.381, -0.416, 0.258], [0.242, -0.056, -0.626], [-0.281, 0.083, -0.232], [-0.385, 0.017, 0.125]]
}

8.
{
  "formula": "C5H8N2O4",
  "method": "ωB97M-V with the def2-TZVPD basis set",
  "total_energy_ha": -605.550512,
  "homo_ev": [-8.92, -8.92],
  "orbital_gap_ha": [0.2851, 0.2851],
  "multiplicity": 1,
  "species": ["C", "C", "C", "C", "C", "N", "N", "O", "O", "O", "O", "H", "H", "H", "H", "H", "H", "H", "H"],
  "xyz": [[0.7132, -0.8511, 0.9466], [-0.4966, -0.1489, -0.0551], [-0.1257, 1.2171, 0.0776], [-0.3653, 1.6398, 1.5067], [-0.9698, -1.8031, -1.6310], [1.3438, 1.2943, -0.1477], [1.9642, 0.5207, -0.6485], [0.2961, -1.1639, 2.0101], [2.8918, 0.3564, -1.2599], [1.8395, -0.9182, 0.5203], [-0.5167, -0.5051, -1.3396], [-1.5334, -0.3514, 0.4093], [-0.6579, 1.7719, -0.6731], [0.3830, 1.1262, 2.0169], [-1.3150, 1.2849, 1.8811], [-0.1094, 2.6566, 1.6135], [-0.6066, -1.8951, -2.6837], [-2.0732, -1.7580, -1.7422], [-0.6617, -2.4732, -0.8012]],
  "atomic_forces_ev_per_a": [[-5.524, -0.153, -0.908], [-0.632, -3.152, 2.986], [-0.508, 1.381, 1.263], [-0.053, 0.154, -0.948], [-0.519, 0.584, -0.914], [-5.384, 6.450, 1.428], [2.384, -2.617, -0.367], [-0.909, -1.119, 2.918], [3.647, -1.747, -2.812], [3.974, -0.859, -2.321], [0.892, 0.414, -2.083], [1.667, 0.219, -0.089], [0.319, 0.914, -0.458], [0.944, -0.767, 1.459], [-0.248, 0.496, 0.028], [-0.440, 1.427, 0.337], [0.057, -1.124, 1.097], [0.344, -0.310, 0.470], [-0.010, -0.192, -1.088]]
}